Molecular formula: C9H17N2O
Method: DFT, the ωB97M-V functional and the def2-TZVPD basis

The max |F| comes out at 5.78 eV/A. The HOMO energy is -12.74 eV. The calculation puts the total energy at -537.52338 hartree.

Geometry as ORCA input:
```
! wB97M-V def2-TZVPD RIJCOSX def2/J DEFGRID3
* xyz 1 1
H -0.85 2.44 0.76
O 0.50 1.01 2.25
H 0.06 -0.98 2.49
N -1.61 -0.27 0.62
C -0.29 -0.48 0.41
H -1.50 2.22 -0.76
H 0.03 3.02 -0.68
H 1.18 1.30 -0.28
H 1.74 -2.87 -1.04
H -1.86 0.35 1.44
H -0.67 0.42 -2.41
C 2.38 -1.52 0.50
C 2.01 -0.64 1.42
H 2.56 -0.51 2.29
N 0.22 1.03 -0.53
H 0.44 1.84 -2.45
C -0.54 2.18 -0.26
H 1.23 1.55 1.90
C 1.50 -1.99 -0.52
C -2.70 -0.71 -0.23
H -3.48 -1.25 0.31
C 0.61 -0.30 1.66
C 0.23 -1.53 -0.51
C 0.20 0.83 -2.03
H 1.21 0.24 -2.32
H -0.44 -2.37 -0.92
H -2.22 -1.26 -0.99
H -3.24 0.14 -0.65
H 3.31 -1.93 0.52
*
```

Here are the natural (NBO) charges for atoms 1 to 5, given in e: 0.2476 -0.7006 0.2404 -0.6044 0.3660